Formula: C16H39ClN9O19
Source: OMol25
Level of theory: ωB97M-V with the def2-TZVPD basis set

Results
E_tot: -82028.5628 eV
frontier orbital gap: 8.95 eV
total charge: +1
HOMO energy: -12.425 eV
LUMO energy: -0.12759 hartree

Last column: Mulliken charge in e.
Atoms and positions in Å:
C: -2.5782 -3.3664 -0.6754  -0.5018
C: -3.7430 -2.5744 -1.4973  -0.4608
O: -3.6889 -1.1381 -1.3360  -0.2763
C: -2.8346 -0.4781 -2.2747  -0.0215
O: -1.9157 -1.3437 -2.9718  -0.3460
C: -0.7936 -0.6418 -3.5384  -0.1744
C: 0.1047 -0.1331 -2.2759  -0.5240
N: -0.7848 0.4056 -1.1546  -0.0564
C: -2.1279 0.8473 -1.6385  -0.0201
C: -3.0329 1.6263 -0.5887  -0.3791
C: -2.2375 2.4274 0.5457  0.2897
O: -1.7648 1.7317 1.4867  -0.4635
Cl: -1.9763 4.2214 0.6019  -0.1475
H: -1.7481 -2.6035 -0.4098  0.0068
H: -3.0112 -3.7082 0.3323  0.2882
H: -2.1586 -4.2539 -1.2465  0.2166
H: -3.8557 -2.9442 -2.5714  0.3482
H: -4.7178 -2.9056 -0.9695  0.3159
H: -3.5345 -0.0427 -3.0910  0.2791
H: -0.1731 -1.2647 -4.2707  0.3792
H: -1.1341 0.2888 -4.1212  -0.0417
H: 0.7191 -1.0399 -1.9410  0.3802
H: 0.7788 0.7370 -2.5748  0.3029
H: -0.9232 -0.4032 -0.5077  0.4410
H: -0.2140 1.1274 -0.6897  0.4754
H: -1.9410 1.5885 -2.5052  0.1075
H: -3.6109 2.4302 -1.1862  0.4238
H: -3.8260 1.0134 -0.0546  0.0618
C: -0.3435 -6.5072 1.6622  -0.6678
N: -0.8785 -6.2417 0.3021  0.9267
O: -2.0841 -6.0929 0.1914  -0.5452
O: -0.0682 -6.1917 -0.6108  -0.5128
H: -1.1714 -6.5242 2.3684  0.3115
H: 0.1591 -7.4734 1.6336  0.2249
H: 0.3532 -5.7052 1.9040  0.2884
C: 4.3893 1.4845 -1.8142  -0.8192
N: 3.5874 0.5636 -2.6623  0.9515
O: 3.7630 -0.6332 -2.5145  -0.5252
O: 2.8041 1.0762 -3.4515  -0.5675
H: 5.0354 0.8936 -1.1680  0.2866
H: 4.9802 2.1129 -2.4796  0.3001
H: 3.6931 2.0784 -1.2238  0.4550
C: -1.1595 2.6313 -6.9473  -0.7174
N: -2.3502 2.3434 -6.1051  0.8108
O: -3.3592 1.9720 -6.6709  -0.4896
O: -2.2264 2.5028 -4.8967  -0.4995
H: -1.4145 2.4478 -7.9892  0.3129
H: -0.8933 3.6763 -6.7934  0.3031
H: -0.3591 1.9672 -6.6230  0.2727
C: -0.0671 -9.4365 -1.5386  -0.6816
N: 0.7047 -9.7245 -0.3013  0.8913
O: 0.1840 -9.4352 0.7669  -0.5652
O: 1.8023 -10.2291 -0.4431  -0.5165
H: -1.0206 -8.9905 -1.2617  0.2771
H: 0.5221 -8.7451 -2.1394  0.2716
H: -0.2194 -10.3818 -2.0579  0.3033
C: -5.0958 -0.4577 2.3132  -0.2903
N: -5.3677 -1.8731 2.6747  0.8763
O: -6.5265 -2.1855 2.8801  -0.5182
O: -4.4040 -2.6192 2.7384  -0.5116
H: -6.0378 0.0875 2.2936  0.3333
H: -4.4285 -0.0471 3.0702  0.3223
H: -4.6279 -0.4558 1.3292  -0.1396
C: 3.6172 3.2269 2.6519  -0.5090
N: 4.3981 3.3525 1.3932  0.9077
O: 3.8171 3.1126 0.3391  -0.6265
O: 5.5609 3.6851 1.4993  -0.5082
H: 2.6007 2.9246 2.4052  0.2234
H: 4.1056 2.4721 3.2674  0.2864
H: 3.6226 4.2018 3.1429  0.2354
C: 0.9223 6.1793 3.3865  -0.7212
N: 1.6997 5.8710 4.6151  0.8605
O: 1.1943 6.1565 5.6827  -0.5009
O: 2.7966 5.3501 4.4602  -0.5475
H: -0.0228 6.6353 3.6750  0.3133
H: 1.5160 6.8681 2.7865  0.2950
H: 0.7533 5.2402 2.8605  0.2382
C: 5.4995 5.9655 6.0095  -0.6281
N: 6.7301 5.1465 6.1615  0.8730
O: 7.6037 5.5777 6.8935  -0.5305
O: 6.7735 4.0979 5.5383  -0.5326
H: 5.5979 6.8640 6.6158  0.3318
H: 5.4032 6.2205 4.9552  0.2319
H: 4.6594 5.3616 6.3487  0.2527

Cartesian forces (eV/Å) of the 6 atoms listed first:
C -0.389 1.132 0.171
C -0.813 -2.551 1.255
O 2.010 -0.107 -0.989
C -1.760 1.657 -1.645
O 0.325 0.601 0.738
C 0.441 1.847 0.661

Formula: C2H8N2
Source: OMol25
Level of theory: ωB97M-V with the def2-TZVPD basis set

Results
E_tot: -5182.2109 eV
frontier orbital gap: 10.45 eV
HOMO energy: -9.565 eV
ΔE to the lowest compared entry with this formula, charge and spin: 147.34 kJ/mol
LUMO energy: 0.03269 hartree
SMILES: C=N.CN

Last column: natural (NBO) charge in e.
Atoms and positions in Å:
C: 1.8178 0.5480 2.0193  -0.4097
N: 1.8573 1.9657 1.8412  -0.8085
H: 2.6728 -0.0543 1.5115  0.1536
H: 0.8860 0.1049 1.6338  0.1918
H: 1.9420 0.3634 3.1462  0.1917
H: 2.6957 2.3112 2.1689  0.3418
H: 1.9841 2.1599 0.8948  0.3392
C: -3.0340 -1.8208 -2.6335  -0.0424
N: -2.5242 -0.7304 -3.0067  -0.6142
H: -3.6217 -2.2962 -3.4168  0.1636
H: -2.8868 -2.3234 -1.6756  0.1472
H: -1.7889 -0.2279 -2.4831  0.3458

Cartesian forces (eV/Å) of the 6 atoms listed first:
C 1.375 -2.160 1.140
N -1.600 -0.255 -0.008
H -1.122 0.950 0.681
H 0.215 0.284 0.424
H -0.505 -0.116 -1.644
H 2.089 0.875 1.607

Formula: C5H15NO
Source: OMol25
Level of theory: ωB97M-V with the def2-TZVPD basis set

Results
E_tot: -8957.5314 eV
frontier orbital gap (spin up / spin down): 11.65 / 7.12 eV
total charge: +1
HOMO energy (spin up / spin down): -14.464 / -14.464 eV
2S+1: 2
ΔE to the lowest compared entry with this formula, charge and spin: 34.28 kJ/mol
LUMO energy (spin up / spin down): -0.10346 / -0.27001 hartree

Last column: natural (NBO) charge in e.
Atoms and positions in Å:
C: -2.5890 0.7484 1.0393  -0.4658
N: -1.3614 0.2006 0.5192  -0.0805
C: 2.3068 0.6122 0.1398  -0.6182
C: 0.9582 -0.0703 -0.0850  -0.3998
C: -0.1833 0.9485 0.1794  -0.1101
C: -0.3678 1.9920 -0.9344  -0.6119
H: -2.3868 1.7103 1.5130  0.2433
H: -2.9942 0.0437 1.7310  0.2647
H: -3.2417 0.9298 0.1853  0.2687
H: -1.5100 -0.6432 -0.0465  0.4112
H: 3.0994 -0.1365 0.1837  0.2424
H: 2.3682 0.9803 1.1726  0.2141
H: 2.5476 1.3363 -0.6075  0.2238
H: 0.8800 -0.3194 -1.1520  0.2178
H: 0.8363 -0.9543 0.5102  0.2287
H: 0.0664 1.4769 1.1151  0.2408
H: 0.3035 1.7745 -1.7669  0.2494
H: -1.3448 1.8632 -1.4067  0.2265
H: -0.2078 3.0015 -0.5824  0.2530
H: 1.7070 -4.0237 -0.0925  0.4803
H: 0.7456 -4.3896 -1.2489  0.4827
O: 0.9818 -3.6847 -0.6368  -0.9614

Cartesian forces (eV/Å) of the 6 atoms listed first:
C 1.169 0.970 0.004
N -0.901 0.265 -1.673
C 0.103 -1.359 1.432
C -0.112 1.392 -1.233
C 1.273 -0.658 1.602
C -0.566 -0.540 -0.849

Formula: C23H25N7O2PdSSeSi
Source: OMol25
Level of theory: ωB97M-V with the def2-TZVPD basis set

Results
E_tot: -126307.1166 eV
frontier orbital gap (spin up / spin down): 6.55 / 6.55 eV
total charge: +2
HOMO energy (spin up / spin down): -13.916 / -13.915 eV
ΔE to the lowest compared entry with this formula, charge and spin: 48.88 kJ/mol
LUMO energy (spin up / spin down): -0.27057 / -0.27058 hartree

Last column: natural (NBO) charge in e.
Atoms and positions in Å:
Pd: 0.6179 0.1346 0.1808  0.9260
C: 2.6224 2.1074 3.3639  -0.6889
C: 1.6580 1.4798 2.4216  0.2941
N: 2.0080 0.9987 1.2751  -0.1824
N: 3.2902 1.0560 0.8406  -0.4006
C: 3.4965 0.4874 -0.3170  0.3105
N: 4.7287 0.4845 -0.8220  -0.7474
S: 2.2609 -0.3081 -1.2993  0.0267
C: 0.2172 1.3954 2.7391  0.1386
C: -0.3232 1.8862 3.9134  -0.1924
C: -1.6973 1.8043 4.1063  -0.1132
C: -2.4900 1.2447 3.1206  -0.2147
C: -1.8810 0.7699 1.9688  0.0846
N: -0.5676 0.8358 1.7955  -0.4635
H: 3.6260 2.0881 2.9554  0.2774
H: 2.6091 1.5822 4.3209  0.2527
H: 2.3313 3.1431 3.5498  0.2618
H: 5.4763 0.9207 -0.3061  0.4316
H: 4.9285 0.0888 -1.7238  0.4235
H: 0.3128 2.3359 4.6619  0.2518
H: -2.1401 2.1852 5.0165  0.2549
H: -3.5628 1.1771 3.2291  0.2569
H: -2.4553 0.3354 1.1605  0.2215
O: -3.9163 -4.8983 -1.8459  -0.3594
N: -3.1872 -5.3003 -0.9632  0.5316
O: -3.1771 -6.4203 -0.5169  -0.3184
C: -2.1701 -4.3498 -0.4298  0.0383
C: -1.5294 -4.7403 0.6877  -0.1168
C: -0.5590 -3.8926 1.3071  -0.0881
C: 0.1540 -4.2657 2.4618  -0.0899
C: 1.0741 -3.3983 2.9923  -0.2174
C: 1.2814 -2.1669 2.3595  0.0930
N: 0.6241 -1.8073 1.2758  -0.5000
C: -0.2987 -2.6412 0.7511  0.2344
C: -1.0121 -2.2173 -0.4276  0.1310
N: -0.7334 -0.9782 -0.9204  -0.4489
C: -1.2462 -0.5949 -2.0740  0.1017
C: -2.1085 -1.4126 -2.7982  -0.2386
C: -2.4614 -2.6391 -2.2966  -0.0862
C: -1.9180 -3.0766 -1.0681  -0.0053
H: -1.7585 -5.7062 1.1165  0.2779
H: -0.0305 -5.2306 2.9168  0.2530
H: 1.6438 -3.6498 3.8751  0.2568
H: 2.0184 -1.4670 2.7368  0.2183
H: -0.9657 0.3848 -2.4177  0.2376
H: -2.4950 -1.0700 -3.7474  0.2579
H: -3.1412 -3.2751 -2.8390  0.2816
C: -1.2745 4.2910 -2.6397  -1.1433
Si: 0.1189 3.1382 -3.0518  1.5584
C: 1.7161 3.9883 -3.4374  -1.1479
C: -0.3370 1.8372 -4.2995  -1.1503
Se: 0.4773 2.4120 -0.7862  -0.3055
H: -1.4884 4.8932 -3.5292  0.2695
H: -1.0195 4.9811 -1.8345  0.2616
H: -2.1788 3.7500 -2.3641  0.2541
H: 1.6270 4.5361 -4.3797  0.2661
H: 2.5287 3.2684 -3.5390  0.2545
H: 1.9830 4.7023 -2.6576  0.2611
H: -0.4710 2.3445 -5.2594  0.2786
H: -1.2831 1.3474 -4.0744  0.2314
H: 0.4473 1.0909 -4.4348  0.2579

Cartesian forces (eV/Å) of the 6 atoms listed first:
Pd 0.066 0.277 -0.096
C 0.001 0.013 -0.003
C -0.022 -0.002 0.010
N 0.052 -0.069 -0.082
N 0.050 -0.052 0.040
C -0.039 0.033 -0.011

E_tot of number 2 (C2H8N2)?
-5182.2109 eV